DFT (ωB97M-V/def2-TZVPD) results for a structure of composition C3H5NO2.

Last column: Mulliken charge in e.
Geometry (Å):
C 0.454442 -0.438567 0.558805  0.026
C -0.315056 -1.315206 -0.462456  -0.413
C -0.507622 0.652064 0.049357  0.487
H 2.119864 0.186056 -0.479842  0.241
H 2.428795 -0.973623 0.658910  0.236
H 0.240725 -0.708676 1.596823  0.337
H 0.289244 -1.626732 -1.311232  0.273
H -0.926005 -2.134325 -0.052286  0.239
N 1.876833 -0.144478 0.445501  -0.583
O -1.159830 -0.187575 -0.798667  -0.321
O -0.725300 1.797437 0.248028  -0.521

Atoms 1-3, force components in eV/Å:
C 0.4 0.1 0.1
C 0.1 -0.2 0.4
C 0.2 -0.1 0.4

The relative energy (zero: lowest compared OMol25 entry of this formula, charge and spin) comes out at 28.2 kcal per mole. As for the net charge: 0. Its spin multiplicity is 1. The orbital gap comes out at 10.83 eV. As for the highest occupied orbital energy: -10.11 eV. The value obtained for the total energy is -8776.47347 eV.